[1]
ORCA calculation (ωB97M-V with the def2-TZVPD basis set) on a molecular structure, C34H31AuN4P2STe.

Geometry as XYZ:
```
74
Properties=species:S:1:pos:R:3:forces:R:3:mulliken_charge:R:1
Au -2.1800 0.9389 0.1738 -0.567 0.159 0.138 0.233
Te 1.4525 1.2288 -1.7797 0.338 -0.863 0.002 0.258
C 3.2551 0.2406 -2.3356 -0.134 0.190 -0.091 0.246
C 3.2645 -1.0963 -2.7089 -0.188 0.028 0.057 0.011
C 4.4460 -1.6530 -3.1668 -0.250 -0.180 0.065 -0.548
N 5.5857 -0.9870 -3.2559 0.467 -0.136 -0.136 -0.644
C 5.5766 0.2830 -2.8886 0.123 0.186 0.008 -0.398
C 4.4482 0.9424 -2.4341 -0.267 0.111 0.078 -0.333
C 0.8085 -0.3911 -0.4067 -0.526 1.369 -0.503 -0.945
P 0.9045 0.6742 1.0851 0.833 -0.319 0.419 0.345
C 2.7410 0.6175 1.1412 -0.025 0.300 0.132 -0.177
C 3.5175 1.7682 1.1568 -0.145 -0.108 0.183 0.004
C 4.8968 1.6746 1.0768 0.204 0.089 -0.030 -0.698
C 5.5038 0.4343 0.9735 0.087 0.044 0.005 -0.442
C 4.7317 -0.7167 0.9735 0.067 -0.136 -0.008 -0.713
C 3.3563 -0.6266 1.0585 0.062 0.035 0.100 0.161
C 0.6189 -0.3636 2.5799 -0.059 0.266 0.066 1.173
C -0.5013 -1.1687 2.7474 0.021 0.012 -0.247 -0.197
C -0.6951 -1.8701 3.9231 -0.146 -0.086 0.185 -0.685
C 0.1989 -1.7328 4.9702 -0.036 -0.103 0.070 -0.574
C 1.2769 -0.8725 4.8449 0.005 0.026 0.201 -0.657
C 1.4779 -0.1842 3.6662 0.014 -0.073 -0.124 -0.594
P -0.9167 -0.6316 -0.7359 0.872 -1.073 -0.798 1.015
C -1.0903 -0.7471 -2.5249 -0.253 0.000 -0.055 0.394
C -1.5274 0.3625 -3.2427 -0.154 -0.142 0.125 -0.072
C -1.5382 0.3336 -4.6218 -0.076 -0.014 -0.110 -0.702
C -1.1173 -0.8095 -5.2883 0.027 0.131 -0.082 -0.483
C -0.6918 -1.9174 -4.5748 0.081 -0.157 -0.088 -0.687
C -0.6703 -1.8911 -3.1900 -0.080 0.114 0.034 -0.620
C -1.2891 -2.3237 -0.1917 -0.172 0.105 0.040 -0.416
C -2.6129 -2.6814 0.0394 0.136 0.077 -0.046 -0.159
C -2.9118 -3.9486 0.5011 -0.151 -0.049 0.008 -0.752
C -1.8946 -4.8640 0.7204 -0.008 -0.071 -0.010 -0.537
C -0.5765 -4.5097 0.4814 -0.015 -0.163 0.022 -0.860
C -0.2686 -3.2394 0.0290 0.007 0.090 -0.063 0.474
H 2.3589 -1.6828 -2.6532 -0.058 -0.082 0.006 0.356
H 4.4870 -2.6839 -3.4955 -0.117 -0.116 0.038 0.374
H 6.5258 0.7978 -2.9691 0.040 0.135 0.035 0.374
H 4.4943 1.9840 -2.1560 0.087 0.124 0.054 0.360
H 3.0377 2.7370 1.2342 -0.006 0.011 -0.091 0.332
H 5.5008 2.5713 1.0752 0.042 0.068 0.018 0.407
H 6.5784 0.3622 0.8868 0.087 0.005 0.002 0.403
H 5.2028 -1.6863 0.8914 0.052 -0.056 0.004 0.423
H 2.7429 -1.5187 1.0602 0.030 -0.008 -0.077 0.188
H -1.2205 -1.2679 1.9442 0.025 -0.044 0.172 0.029
H -1.5514 -2.5214 4.0288 -0.071 -0.046 -0.025 0.448
H 0.0551 -2.2898 5.8838 -0.038 -0.048 0.101 0.386
H 1.9589 -0.7390 5.6729 0.071 0.006 0.043 0.409
H 2.3220 0.4849 3.5671 0.069 -0.037 0.067 0.414
H -1.8461 1.2485 -2.7019 -0.002 -0.026 -0.087 0.229
H -1.8756 1.1993 -5.1747 0.018 0.020 -0.062 0.396
H -1.1079 -0.8250 -6.3694 -0.044 -0.048 -0.045 0.391
H -0.3777 -2.8100 -5.0984 0.047 -0.018 -0.041 0.407
H -0.3284 -2.7467 -2.6192 -0.026 -0.011 -0.108 0.321
H -3.3940 -1.9509 -0.1385 -0.074 -0.026 0.058 0.347
H -3.9370 -4.2224 0.6980 -0.123 -0.054 -0.006 0.436
H -2.1377 -5.8577 1.0689 0.023 -0.058 0.068 0.409
H 0.2123 -5.2261 0.6550 0.089 -0.065 0.016 0.431
H 0.7565 -2.9371 -0.1496 0.004 0.040 0.045 0.358
C -6.9331 4.0129 0.2536 0.065 0.093 -0.008 -1.155
C -5.8051 4.9420 0.6961 -0.349 0.118 -0.186 -0.280
C -4.5753 4.1966 1.0481 0.677 0.376 0.509 0.183
N -4.2739 3.0295 0.6444 -1.254 0.041 -0.578 -0.516
N -3.0648 2.6017 1.0187 0.851 -0.012 0.443 0.069
C -2.3783 3.4610 1.7369 -0.244 0.740 0.286 0.479
N -1.1529 3.2389 2.1927 0.218 -0.026 0.174 -0.250
S -3.2798 4.9393 2.0148 -0.029 -0.722 -0.305 -0.214
H -7.6693 4.5620 -0.3283 -0.064 0.029 0.017 0.353
H -7.4303 3.5734 1.1144 -0.017 -0.096 0.041 0.291
H -6.5284 3.2114 -0.3569 -0.076 -0.053 -0.078 0.328
H -6.1137 5.5557 1.5440 0.004 0.063 -0.043 0.343
H -5.5428 5.6240 -0.1202 -0.044 0.041 0.092 0.287
H -0.6121 2.4284 1.8617 0.064 0.102 -0.024 -0.213
H -0.6768 3.9313 2.7432 -0.018 -0.020 -0.067 0.243
```
Forces are in eV/Å.

Properties
**2S+1**: 1
**Frontier orbital gap**: 6.95 eV
**Energy above the lowest of the compared OMol25 structures with the same formula, charge and spin**: 0.853 eV
**HOMO energy**: -6.87 eV



[2]
ORCA calculation (ωB97M-V with the def2-TZVPD basis set) on a molecular structure, C24H34IN2O25S2.

Geometry as XYZ:
```
88
Properties=species:S:1:pos:R:3:forces:R:3:mulliken_charge:R:1
C -4.9386 -2.5030 1.7034 0.654 0.241 -0.809 -0.851
C -3.6995 -2.9552 0.8914 -0.453 -0.656 -0.458 0.448
C -3.8957 -3.2015 -0.6580 0.296 0.158 1.444 -0.974
N -2.5104 -3.1955 1.3684 -0.092 2.568 -1.581 -0.457
S -1.6791 -1.7815 1.8066 1.366 0.432 5.150 1.098
O -0.2626 -2.1609 2.0599 -2.299 0.388 -1.556 -0.637
O -2.2807 -1.2847 3.0988 0.212 -0.592 -2.774 -0.681
N -1.8992 -0.5462 0.6746 2.372 -1.582 0.036 -0.262
S -0.5193 -0.3196 -0.2763 -2.652 -0.760 -4.610 0.504
O -0.1094 -1.5336 -1.0590 -0.087 1.707 2.367 -0.587
O -0.8748 0.7529 -1.2727 0.684 -1.251 2.696 -0.578
I 1.3484 0.6021 0.9861 -0.336 -0.172 0.132 0.127
H -4.7247 -2.2240 2.7480 0.320 -0.119 -0.823 0.336
H -5.3976 -1.6475 1.1465 0.347 -0.576 0.567 0.268
H -5.7300 -3.2925 1.7353 0.887 0.334 -0.347 0.344
H -4.6573 -2.4887 -1.0464 0.335 -0.754 0.178 0.289
H -2.8984 -2.9852 -1.1088 -0.827 -0.312 0.249 0.256
H -4.1739 -4.2727 -0.7834 0.046 0.749 -0.244 0.324
C 2.7003 0.6128 -2.7815 -0.781 0.198 0.066 -0.075
C 3.3731 -0.0985 -3.9180 -0.212 -0.087 -0.460 -0.042
O 4.7458 -0.1073 -3.5188 0.129 -0.026 0.185 -0.298
C 4.7734 0.0086 -2.1640 -0.071 0.019 0.510 0.531
O 5.7533 -0.1330 -1.5007 0.019 0.007 -0.173 -0.589
O 3.5481 0.3011 -1.6726 0.646 -0.128 -0.376 -0.120
H 1.6838 0.2590 -2.6072 0.101 0.017 0.241 0.192
H 2.6790 1.6970 -2.9173 0.042 -0.055 -0.018 0.198
H 3.0298 -1.1314 -4.0272 0.016 0.030 0.071 0.124
H 3.2483 0.4169 -4.8636 0.239 0.023 0.110 0.116
C 1.0155 3.0320 6.0834 -0.339 0.354 0.419 -0.284
C 1.1384 1.5354 6.0588 -0.267 -0.451 0.452 -0.035
O 1.5391 1.2750 4.7193 0.237 0.366 -0.134 -0.309
C 2.1280 2.3918 4.2443 -0.108 -0.302 -0.150 0.554
O 2.7111 2.4415 3.2069 0.217 0.277 -0.016 -0.404
O 1.9621 3.4391 5.0914 0.097 -0.243 -0.203 -0.332
H 1.2596 3.4573 7.0553 0.127 0.083 -0.155 0.289
H 0.0221 3.3754 5.7857 0.048 -0.057 -0.020 0.277
H 1.9113 1.1654 6.7378 -0.013 0.039 -0.027 0.224
H 0.2008 1.0364 6.2856 0.100 -0.056 -0.223 0.023
C -9.9455 -1.1694 2.2019 -0.497 0.274 0.114 -0.358
C -9.3126 -1.8609 1.0272 -0.175 -0.128 -0.534 -0.329
O -7.9356 -1.9004 1.3890 -0.197 0.068 0.255 -0.253
C -7.8656 -1.8221 2.7443 0.548 -0.030 0.516 0.616
O -6.8778 -1.9931 3.3836 -0.986 0.167 0.107 -0.438
O -9.0803 -1.5214 3.2777 0.081 -0.077 -0.230 -0.351
H -10.9618 -1.5121 2.3929 0.113 -0.030 0.176 0.300
H -9.9517 -0.0816 2.0946 0.043 -0.044 -0.014 0.260
H -9.6740 -2.8848 0.8989 0.020 0.030 0.045 0.260
H -9.4534 -1.3166 0.0942 0.221 -0.029 0.028 0.289
C -1.7717 -1.6311 8.6564 0.102 -0.598 0.152 -0.300
C -3.0058 -1.0956 7.9862 -0.504 -0.378 -0.352 -0.275
O -2.8727 0.3142 8.1653 0.392 0.044 0.173 -0.318
C -1.5558 0.5783 8.3378 -0.078 0.211 -0.061 0.710
O -1.0845 1.6719 8.3411 0.046 -0.018 0.033 -0.547
O -0.8408 -0.5624 8.4987 -0.174 0.269 -0.022 -0.318
H -1.4013 -2.5414 8.1875 0.157 0.167 -0.031 0.304
H -1.9199 -1.8159 9.7239 0.012 0.067 -0.025 0.267
H -3.0312 -1.3155 6.9160 0.052 0.049 0.035 0.248
H -3.9239 -1.4609 8.4443 -0.001 0.235 0.016 0.271
C 6.2635 -1.1968 -6.3198 -0.219 0.442 0.525 0.130
C 6.3637 -2.6951 -6.2947 -0.155 -0.363 0.444 -0.342
O 6.6952 -3.0106 -7.6469 0.056 0.256 -0.105 -0.344
C 7.2796 -1.9113 -8.1895 0.190 0.099 -0.279 0.606
O 7.8217 -1.8935 -9.2482 -0.064 -0.027 0.073 -0.537
O 7.1643 -0.8380 -7.3684 0.004 -0.398 -0.194 -0.341
H 6.5616 -0.7422 -5.3769 0.041 0.098 -0.151 0.298
H 5.2601 -0.8480 -6.5804 0.039 -0.019 -0.004 -0.052
H 7.1642 -3.0508 -5.6413 -0.013 0.041 -0.049 0.276
H 5.4299 -3.1727 -6.0011 0.063 -0.074 -0.179 0.299
C 1.0348 -0.1468 -8.7285 -0.139 -0.004 -0.564 -0.371
C 1.6731 -1.1367 -7.7942 0.146 -0.617 -0.070 -0.328
O 2.0944 -0.3169 -6.7061 -0.207 0.110 -0.329 -0.240
C 1.3146 0.7981 -6.7132 -0.169 0.410 0.311 0.629
O 1.2948 1.6053 -5.8438 0.087 -0.088 -0.092 -0.476
O 0.5655 0.8659 -7.8427 0.204 -0.175 0.185 -0.355
H 0.2115 -0.5772 -9.2969 -0.073 0.165 0.113 0.316
H 1.7528 0.2966 -9.4236 -0.001 -0.013 0.058 0.260
H 0.9639 -1.8804 -7.4222 0.003 0.071 0.007 0.265
H 2.5216 -1.6511 -8.2445 0.069 0.097 0.174 0.294
C 3.1076 4.8394 0.0025 -0.047 -0.636 -0.351 -0.158
C 3.6434 5.0259 1.3929 0.086 -0.440 0.432 -0.092
O 3.8028 6.4450 1.4770 -0.169 0.193 -0.331 -0.363
C 2.9573 7.0036 0.5757 -0.047 0.214 0.005 0.623
O 2.7229 8.1697 0.5076 0.022 -0.066 -0.002 -0.553
O 2.4143 6.0644 -0.2379 0.185 0.263 0.281 -0.333
H 2.4329 3.9875 -0.0754 -0.105 0.158 -0.039 0.212
H 3.9017 4.7324 -0.7418 -0.019 0.057 0.031 0.157
H 2.9393 4.7010 2.1604 0.052 -0.004 -0.061 0.139
H 4.5931 4.5167 1.5484 0.004 0.193 0.062 0.337
```
Forces are in eV/Å.

Properties
**2S+1**: 1
**Total charge**: -1
**Frontier orbital gap**: 7.12 eV
**HOMO energy**: -5.44 eV